ORCA calculation (ωB97M-V/def2-TZVPD) on C32H39ClEuFN9O4 as an isolated structure.

Element x y z (Å)
Eu  -0.2260  0.5826  0.1534
C  2.6996  2.6416  -1.7322
C  3.0465  1.2786  -1.1178
N  2.5326  1.0398  0.2483
C  3.2420  -0.0808  0.8916
C  2.8284  -1.4219  0.2940
N  1.3775  -1.5950  0.3935
C  0.9282  -2.8527  -0.2381
C  1.3431  -3.0418  -1.7016
C  1.1602  -1.8560  -2.6595
N  0.0905  -0.9484  -2.2453
C  -0.3572  -0.0907  -3.3478
C  0.4790  1.1896  -3.3826
N  0.3640  1.8055  -2.0592
C  1.2035  2.9878  -1.8722
H  3.1616  2.6419  -2.7241
H  3.1836  3.4391  -1.1629
H  4.1458  1.2008  -1.1247
H  2.6443  0.4919  -1.7547
H  2.7729  1.8657  0.7959
H  3.0025  -0.0720  1.9575
H  4.3317  0.0189  0.7933
H  3.3687  -2.2302  0.8049
H  3.1036  -1.4503  -0.7594
H  1.1599  -1.7085  1.3882
H  -0.1606  -2.8820  -0.1536
H  1.3311  -3.7138  0.3157
H  0.7451  -3.8790  -2.0610
H  2.3858  -3.3550  -1.7430
H  0.9580  -2.2703  -3.6594
H  2.0922  -1.2919  -2.7581
H  -0.6993  -1.5349  -1.9729
H  -1.4013  0.1825  -3.1687
H  -0.2943  -0.6048  -4.3166
H  0.1236  1.8548  -4.1826
H  1.5249  0.9540  -3.5898
H  -0.6112  2.1152  -1.9748
H  0.8359  3.4930  -0.9740
H  1.0995  3.6909  -2.7127
O  -5.2111  -2.5485  2.1156
C  -4.7640  -1.9283  3.1712
O  -5.3822  -1.8395  4.2024
C  -3.3940  -1.3065  3.0908
C  -2.7056  -0.8302  4.2023
Cl  -3.1927  -0.9885  5.8125
N  -1.5224  -0.3037  3.7788
N  -1.4240  -0.4203  2.4319
C  -2.5372  -1.0225  2.0090
C  -2.6428  -1.4170  0.5495
O  -3.5680  -2.1338  0.1797
O  -1.6765  -1.0323  -0.1646
C  -0.4729  0.2716  4.5265
C  0.7946  0.3473  3.9479
C  1.8508  0.9102  4.6403
C  1.6616  1.4012  5.9223
C  0.4045  1.3277  6.4967
C  -0.6646  0.7813  5.8071
H  -4.6298  -2.4629  1.2920
H  0.9439  -0.0447  2.9464
H  2.8293  0.9604  4.1809
H  2.4896  1.8299  6.4656
H  0.2415  1.7046  7.4946
H  -1.6323  0.7553  6.2747
C  1.3519  4.6730  2.7905
C  1.2775  3.7032  1.8067
N  0.3640  2.7252  1.7980
C  -0.5465  2.7451  2.7734
C  -0.5532  3.6593  3.8356
C  0.4458  4.6362  3.8331
C  -1.4700  3.6387  4.9657
C  -2.6931  3.1114  5.1462
C  -3.5893  2.4475  4.2115
C  -4.7638  1.8338  4.6612
C  -5.5818  1.2676  3.6928
N  -5.2870  1.3255  2.4041
C  -4.1606  1.9312  2.0739
N  -3.2976  2.4678  2.9090
H  2.1047  5.4445  2.7349
H  1.9768  3.7325  0.9786
H  -1.3580  2.0380  2.6747
H  0.4786  5.3792  4.6150
H  -1.0599  4.1536  5.8289
H  -3.1331  3.2431  6.1293
H  -5.0210  1.7857  5.7085
H  -6.4928  0.7481  3.9549
H  -3.9172  1.9868  1.0209
F  -1.6607  1.9537  -0.1570

As for the charge: 0. The value obtained for the gap between HOMO and LUMO (alpha / beta) is 4.5 / 8.3 eV. As for the multiplicity: 8.



ORCA calculation (ωB97M-V/def2-TZVPD) on a 5-piece molecular cluster, C7H17NO4 overall.

Element x y z (Å)
C  1.5831  0.6096  1.2365
C  2.5245  1.2660  0.5068
N  2.1039  1.2196  -0.8164
C  0.8723  0.6490  -0.8650
C  0.4983  0.2130  0.3813
C  -0.8080  -0.2847  0.8021
C  -1.8205  -0.6118  -0.0083
C  -3.0637  -1.2788  0.5150
H  1.5878  0.3241  2.2780
H  3.4330  1.7776  0.7752
H  2.5670  1.6779  -1.5804
H  0.4057  0.5428  -1.8310
H  -0.9768  -0.4773  1.8585
H  -1.7547  -0.5983  -1.0850
H  -3.9624  -0.7081  0.2556
H  -3.1919  -2.2616  0.0626
H  -3.0646  -1.3391  1.5953
H  0.2341  -2.9866  0.1377
H  1.5911  -3.0391  -0.6956
O  1.1936  -2.9818  0.1750
H  3.4356  -0.9080  0.2296
H  2.7638  -2.1160  0.8958
O  3.5997  -1.6278  0.8459
H  -2.1820  1.2775  -2.1543
H  -1.2848  1.3655  -3.4051
O  -1.4106  0.8777  -2.5829
H  -1.9340  2.7111  1.4288
H  -1.0286  3.3555  0.3306
O  -1.9109  3.3519  0.7137

As for the charge: 0. The value obtained for the gap between HOMO and LUMO is 8.2 eV. Its SMILES is C/C=C/c1cc[nH]c1.O.O.O.O.



ORCA calculation (ωB97M-V/def2-TZVPD) on one molecule with the formula C4H10N2O.

Element x y z (Å)
N  -0.6619  1.5457  -0.1646
C  0.0949  0.3300  0.0570
C  -0.7531  -0.6762  0.8485
C  -1.1899  -0.1314  2.1879
O  -1.3180  -0.7738  3.1989
C  0.6027  -0.3420  -1.2433
N  2.0428  -0.1841  -1.3743
H  -0.0676  2.2624  -0.5512
H  -1.5483  1.4800  -0.6256
H  0.9080  0.6060  0.7294
H  -0.2303  -1.6151  1.0423
H  -1.6764  -0.9408  0.3235
H  -1.5213  0.9249  2.1736
H  0.2197  -1.3678  -1.2915
H  0.1602  0.1927  -2.0833
H  2.5635  -0.9022  -0.9138
H  2.3749  -0.4082  -2.3134

As for the charge: 0. The value obtained for the gap between HOMO and LUMO is 9.9 eV. Its SMILES is NC[C@@H](N)CC=O.



Energy above the lowest of the compared OMol25 structures with the same formula, charge and spin values, unit eV, following the record order: 0.887 0.491 1.899.
Strongest force on any atom values, unit eV/A, following the record order: 3.9 1.4 1.3.